# 1
60
Properties=species:S:1:pos:R:3:forces:R:3 method="wB97M-V/def2-TZVPD" smiles="C=CCn1c(=O)c(CCC(=O)Nc2ccc(N3CCOCC3)cc2)nc2cc(C(F)(F)F)ccc21" e_tot_ev=-46587.059 relative_energy_kcal_mol=45.5 e_lumo_ev=0.2
C -3.7825 1.5367 -4.6062 -0.05 0.03 -0.05
C -3.5054 2.0027 -3.4030 0.06 0.00 0.06
C -2.2168 1.7549 -2.6800 0.22 0.27 -0.25
N -2.4061 1.5636 -1.2505 0.25 0.35 0.00
C -3.0410 0.4486 -0.7635 -0.38 -0.58 0.76
C -3.5513 -0.5550 -1.5942 0.04 -0.02 -0.09
C -4.2139 -1.6335 -1.0552 0.04 0.07 0.26
C -4.3840 -1.7388 0.3272 -0.06 -0.07 0.08
C -3.8811 -0.7701 1.1693 -0.01 -0.07 -0.36
C -3.2013 0.3266 0.6363 -0.20 -0.43 -0.85
N -2.6705 1.2397 1.4995 0.34 0.79 0.37
C -2.0285 2.2464 1.0272 -0.57 -0.21 0.53
C -1.9189 2.5478 -0.4135 -0.22 -0.20 -0.44
O -1.4478 3.5807 -0.8608 0.02 0.16 0.24
C -1.4088 3.2098 1.9910 0.22 0.13 -0.16
H -1.9850 4.1386 1.9750 0.02 0.01 0.06
H -1.4767 2.7687 2.9860 -0.08 0.02 -0.08
C 0.0466 3.5268 1.6324 -0.19 -0.03 -0.10
H 0.5382 4.0289 2.4663 0.04 -0.01 -0.02
C 0.7878 2.2649 1.2225 0.14 0.56 0.24
O 0.2204 1.3331 0.6825 0.24 -0.27 -0.10
N 2.1168 2.3128 1.4763 0.28 0.26 0.20
C 3.1067 1.3599 1.1857 0.16 -0.35 -0.15
C 2.8298 0.1051 0.6594 -0.22 0.17 0.07
C 3.8526 -0.7834 0.3919 0.36 -0.05 -0.01
C 5.1903 -0.4622 0.6440 -0.35 0.19 0.14
C 5.4500 0.8001 1.1945 -0.01 -0.02 -0.08
C 4.4327 1.6906 1.4538 -0.17 -0.05 -0.10
H 4.6691 2.6560 1.8806 0.04 0.10 0.05
H 6.4604 1.0828 1.4457 0.08 0.00 0.04
N 6.2353 -1.3549 0.4524 0.29 -0.31 0.14
C 5.9827 -2.7296 0.0708 -0.07 -0.08 -0.34
H 5.0626 -3.0885 0.5287 0.02 -0.04 0.02
C 5.9441 -2.8826 -1.4551 -0.17 -0.13 0.29
O 7.1520 -2.4277 -2.0278 0.09 -0.10 -0.02
C 7.4057 -1.0856 -1.6791 0.16 0.28 0.24
C 7.4727 -0.9025 -0.1551 0.08 0.02 -0.45
H 7.6602 0.1441 0.0737 0.05 -0.04 0.03
H 8.2923 -1.5083 0.2457 0.02 0.10 -0.03
H 8.3578 -0.8264 -2.1449 -0.05 0.07 0.02
H 6.6124 -0.4361 -2.0839 0.08 -0.03 0.02
H 5.8477 -3.9307 -1.7430 -0.08 0.05 0.03
H 5.0991 -2.3105 -1.8683 0.05 -0.07 0.02
H 6.8160 -3.3280 0.4571 -0.10 -0.04 -0.03
H 3.5864 -1.7394 -0.0297 0.01 -0.08 -0.05
H 1.8105 -0.1716 0.4494 -0.02 -0.01 -0.01
H 2.4743 3.1588 1.8985 -0.24 -0.12 -0.06
H 0.0596 4.1882 0.7615 0.07 -0.02 0.13
H -3.9903 -0.8347 2.2397 0.01 0.01 0.10
C -5.1218 -2.9297 0.8619 -0.17 -0.24 0.03
F -6.3774 -3.0103 0.3757 -0.08 0.14 -0.15
F -4.5286 -4.0922 0.5240 0.19 -0.02 -0.13
F -5.2345 -2.9380 2.1956 0.11 0.21 0.20
H -4.6096 -2.4034 -1.6996 -0.02 -0.05 -0.09
H -3.4454 -0.4864 -2.6633 0.01 0.02 -0.08
H -1.6774 0.9017 -3.1000 -0.03 0.03 0.03
H -1.5852 2.6484 -2.7663 -0.10 -0.30 -0.01
H -4.2088 2.6336 -2.8764 -0.14 0.09 0.02
H -4.7069 1.7668 -5.1059 -0.19 0.10 -0.06
H -3.0892 0.9130 -5.1477 0.17 -0.17 -0.05

# 2
61
Properties=species:S:1:pos:R:3:forces:R:3 method="wB97M-V/def2-TZVPD" charge=+1 e_tot_ev=-67035.188 relative_energy_kcal_mol=90.1 e_lumo_ev=-4.0
W 0.3382 0.1843 -0.7230 0.13 -0.76 -0.13
C 1.9809 0.8886 2.7869 -0.02 0.01 0.02
C 0.6682 1.1070 2.0994 0.03 0.10 -0.38
C -0.5038 0.6532 2.6804 -0.17 0.00 0.09
C -1.7792 1.0891 2.2668 0.17 -0.05 -0.04
C -1.8794 1.8600 1.1449 0.12 -0.06 -0.14
C -0.7116 2.1618 0.4056 -0.25 0.77 0.04
C 0.5831 1.8945 0.9050 0.00 0.02 0.38
H 2.0348 -0.0978 3.2458 -0.02 -0.01 0.01
H 2.0866 1.6317 3.5820 -0.01 -0.01 -0.01
H 2.8188 0.9888 2.1073 0.05 0.03 -0.05
H -0.4210 0.0589 3.5839 0.00 -0.02 0.01
H -2.6529 0.8284 2.8478 -0.03 -0.01 0.03
H -2.8354 2.2314 0.8032 -0.01 0.02 -0.01
H -0.7959 2.9217 -0.3650 -0.03 -0.24 -0.11
H 1.4252 2.4940 0.5815 0.03 -0.03 0.21
C -6.5445 -0.6351 -0.7639 -0.04 0.00 0.04
C -5.1365 -0.9890 -1.1292 0.07 0.00 -0.03
C -4.1656 -0.0571 -1.1356 -0.03 -0.09 -0.07
C -2.7252 -0.2608 -1.6078 -0.03 -0.01 0.01
C -1.6025 -2.5122 -2.4750 0.06 -0.01 0.23
C -2.2993 -3.5598 -1.9923 0.06 0.21 -0.13
C -4.8928 -2.4635 -1.4519 0.02 0.06 0.09
S 0.0708 -1.9929 -2.5159 -0.34 -0.53 -0.37
O -0.0811 -0.5352 -2.7998 -0.14 0.17 0.19
O 0.8815 -2.8100 -3.3507 0.01 0.20 -0.13
N 0.5364 -1.8998 -1.0173 0.11 0.02 0.35
C 1.6993 -2.6042 -0.5208 0.05 -0.14 0.01
C 2.4549 -1.5983 0.3097 0.25 0.23 0.31
O 3.4329 -1.8205 0.9529 -0.11 -0.09 -0.07
O 1.8985 -0.3559 0.2852 0.14 -0.22 -0.19
H -6.6158 0.3995 -0.4372 -0.03 0.02 0.00
H -6.9167 -1.2815 0.0331 0.00 0.00 0.02
H -7.2081 -0.7724 -1.6194 0.01 -0.01 -0.02
H -4.4365 0.9483 -0.8372 0.01 0.03 0.02
H -2.4018 0.5892 -2.2155 -0.04 -0.06 0.10
H -2.0880 -4.6048 -1.8277 0.02 -0.06 0.04
H -5.3827 -3.0861 -0.7036 0.00 0.03 0.00
H 2.3542 -2.9689 -1.3159 -0.06 0.03 0.01
H 1.4325 -3.4506 0.1172 0.02 0.04 -0.04
I -5.7788 -3.0618 -3.2967 -0.05 -0.04 -0.15
C -3.3909 -2.6046 -1.4554 0.03 -0.03 0.08
C -2.9155 -2.3983 -0.0352 0.72 0.61 0.01
N -2.0655 -1.4494 0.2648 -0.48 -0.32 -0.41
N -1.7580 -0.4055 -0.5145 -0.18 -0.17 0.25
C -2.7492 -1.5461 -2.3679 -0.10 0.08 -0.07
H -3.1265 -3.1201 0.7398 -0.08 0.00 0.05
H -1.6157 -1.4412 1.1759 0.01 0.03 0.05
H -3.3060 -1.4724 -3.3029 0.01 -0.02 0.00
Te 1.6410 1.9691 -2.1366 0.06 0.29 0.23
C 0.8984 1.8658 -4.0906 -0.14 0.02 -0.32
C 0.1734 2.9655 -4.5452 0.03 -0.10 -0.05
C -0.3003 2.9921 -5.8514 0.02 0.02 0.10
C -0.0497 1.9265 -6.6983 -0.03 -0.02 -0.07
C 0.6808 0.8356 -6.2485 -0.01 -0.04 -0.02
C 1.1576 0.8016 -4.9487 0.11 0.08 -0.01
H -0.0165 3.8068 -3.8919 0.00 0.02 0.04
H -0.8568 3.8492 -6.2050 -0.02 0.02 0.01
H -0.4173 1.9477 -7.7149 0.00 0.00 -0.03
H 0.8831 0.0087 -6.9158 0.02 -0.02 0.00
H 1.7299 -0.0497 -4.6085 0.04 0.00 -0.01

# 3
61
Properties=species:S:1:pos:R:3:forces:R:3 method="wB97M-V/def2-TZVPD" e_tot_ev=-100141.580 relative_energy_kcal_mol=21.5 e_lumo_ev="-1.2 / -1.2"
Ir 1.5055 0.2387 -0.4219 2.52 1.32 -0.49
N 0.1697 -2.3598 -3.4416 0.09 -0.15 0.22
C 0.0783 -1.2977 -4.3230 0.17 0.38 0.02
C -0.5298 -1.1595 -5.5633 -0.02 -0.06 -0.08
C -0.4092 0.0715 -6.1772 -0.03 -0.06 0.00
C 0.2974 1.1240 -5.5796 0.05 0.07 0.04
C 0.8826 0.9910 -4.3376 -0.03 0.02 0.08
C 0.7537 -0.2379 -3.6973 0.02 -0.21 -0.42
N 1.2228 -0.6704 -2.4686 -0.83 0.21 0.83
C 0.8566 -1.9294 -2.3564 -0.06 0.16 -0.38
C 1.1996 -2.7075 -1.1874 -0.09 -0.52 0.25
C 0.9530 -4.0184 -0.9198 0.12 -0.02 0.05
S 1.5711 -4.4291 0.6235 0.14 0.47 -0.14
C 2.1128 -2.8097 0.8230 0.10 -0.57 0.19
N 1.8652 -2.0392 -0.1854 -1.01 1.11 0.08
H -0.2248 -3.2761 -3.5625 0.02 0.00 -0.03
H -1.0716 -1.9708 -6.0315 0.02 -0.01 0.01
H -0.8709 0.2300 -7.1424 0.02 -0.03 -0.01
H 0.3854 2.0631 -6.1091 -0.03 0.01 0.03
H 1.4116 1.8059 -3.8630 0.02 0.00 -0.03
H 0.4654 -4.7611 -1.5299 -0.02 0.06 -0.02
H 2.6150 -2.4913 1.7252 -0.08 0.07 -0.03
S 3.7812 6.4248 2.5700 0.04 0.04 0.01
C 3.4611 5.0314 1.7793 0.01 -0.07 -0.02
S 2.5361 4.9602 0.3090 0.10 -0.14 0.14
C 2.5863 3.2234 0.1025 0.27 0.24 0.36
C 3.2578 2.5218 1.0468 0.12 0.58 -0.05
S 3.4564 0.8194 1.0084 -2.07 -0.67 -0.72
S 3.9679 3.4665 2.3400 -0.07 0.11 -0.17
S 1.8033 2.5141 -1.2466 -0.74 -1.90 0.72
C -3.1656 -0.3357 4.5834 0.02 0.01 -0.02
C -1.8519 -0.4429 3.8535 0.06 0.00 -0.05
C -0.7149 -0.8999 4.4992 0.01 -0.05 0.12
C 0.4860 -0.9696 3.7985 -0.22 0.04 0.08
C 1.7398 -1.4546 4.4791 -0.02 0.02 -0.12
C 0.5187 -0.5918 2.4717 -0.17 0.05 -0.22
C -0.6115 -0.1150 1.7557 0.29 -0.19 0.17
C -1.8009 -0.0617 2.5182 -0.01 0.05 -0.01
N -0.5012 0.2380 0.4273 1.25 -0.42 -0.48
C -1.6796 0.7556 -0.2942 -0.02 0.03 -0.12
C -2.1301 2.1145 0.2730 0.07 -0.06 -0.08
C -1.3601 1.0027 -1.7676 0.04 -0.11 0.12
C -2.8127 -0.2918 -0.3298 -0.08 0.05 0.01
H -3.0724 -0.6579 5.6199 0.00 0.00 0.00
H -3.9272 -0.9517 4.1010 -0.03 0.01 0.03
H -3.5234 0.6957 4.5786 -0.03 -0.01 0.02
H -0.7584 -1.1853 5.5447 0.01 0.00 -0.01
H 1.6197 -1.4560 5.5616 0.03 -0.01 0.00
H 2.5910 -0.8198 4.2253 0.02 -0.03 0.01
H 1.9768 -2.4785 4.1726 0.04 -0.01 0.05
H 1.4629 -0.6204 1.9576 0.05 0.10 0.14
H -2.7240 0.2921 2.0917 0.12 0.06 0.12
H -1.3071 2.8241 0.1659 -0.01 0.01 -0.01
H -2.4045 2.0773 1.3226 0.01 0.03 0.01
H -2.9824 2.4894 -0.2984 -0.02 0.01 0.04
H -0.4891 1.6393 -1.8807 -0.01 0.05 -0.05
H -2.2057 1.5008 -2.2443 -0.02 -0.05 0.02
H -1.1909 0.0571 -2.2821 -0.06 0.04 0.00
H -3.2997 -0.4600 0.6248 -0.05 -0.07 -0.17
H -2.3982 -1.2458 -0.6647 0.00 0.00 -0.02
H -3.5729 0.0238 -1.0477 -0.02 -0.01 0.01

# 4
58
Properties=species:S:1:pos:R:3:forces:R:3 method="wB97M-V/def2-TZVPD" smiles="C=CCOC(=O)[C@H](C#N)c1nc2ccccc2nc1N1CCN(c2ccccc2OC)CC1" e_tot_ev=-39922.541 relative_energy_kcal_mol=76.7 e_lumo_ev=-0.2
C -1.7613 -1.9558 4.3222 0.02 0.02 0.05
C -1.5243 -1.8388 3.0300 -0.19 -0.09 -0.32
C -1.6157 -2.9699 2.0559 0.51 -0.35 0.33
H -0.6170 -3.3537 1.8064 -0.25 0.07 0.05
H -2.2184 -3.7918 2.4548 0.09 0.09 -0.08
O -2.2324 -2.5050 0.8520 -0.45 0.22 -0.01
C -1.6711 -2.8359 -0.3055 0.32 -0.34 -0.09
O -0.7178 -3.5529 -0.4347 -0.22 -0.02 -0.18
C -2.4570 -2.1776 -1.4388 -0.15 0.19 0.53
C -1.9096 -2.4387 -2.7481 0.06 -0.30 -0.20
N -1.5258 -2.6271 -3.8084 0.16 -0.07 -0.44
C -2.6340 -0.6881 -1.1744 -0.49 0.01 -0.07
N -3.8363 -0.2521 -1.4023 0.09 -0.32 -0.20
C -4.1709 1.0034 -1.0315 0.39 0.41 0.41
C -5.4470 1.5187 -1.3108 -0.12 0.20 0.06
C -5.7926 2.7535 -0.8305 -0.15 -0.22 -0.21
C -4.8895 3.5002 -0.0570 0.24 0.07 0.16
C -3.6385 3.0222 0.2259 -0.16 0.12 -0.04
C -3.2450 1.7676 -0.2757 -0.52 -0.30 -0.39
N -1.9950 1.3144 -0.0695 0.46 -0.34 -0.24
C -1.6342 0.1467 -0.5652 -0.43 0.88 0.38
N -0.3427 -0.2560 -0.3367 0.11 -0.29 0.27
C 0.4882 -0.7555 -1.4201 0.24 -0.29 -0.26
H -0.0861 -1.3814 -2.0986 0.13 0.11 0.03
C 1.6682 -1.5608 -0.8599 -0.26 -0.06 -0.25
N 2.4482 -0.7634 0.0569 -0.16 0.02 0.03
C 3.6559 -0.2085 -0.3502 0.32 0.09 0.06
C 4.5842 -1.0532 -0.9625 0.01 0.16 0.01
C 5.8227 -0.6072 -1.3802 0.07 0.04 -0.09
C 6.1798 0.7099 -1.1729 0.04 -0.02 -0.01
C 5.2861 1.5703 -0.5566 -0.01 0.15 0.05
C 4.0317 1.1393 -0.1527 -0.12 0.01 0.03
O 3.1057 1.9810 0.4228 0.11 -0.50 -0.20
C 3.4550 3.3215 0.6515 0.06 0.24 0.02
H 3.6755 3.8495 -0.2823 0.01 -0.03 0.05
H 4.3110 3.4082 1.3290 -0.02 0.00 -0.04
H 2.5806 3.7730 1.1195 0.08 0.03 -0.03
H 5.5764 2.5987 -0.4106 -0.02 0.10 0.04
H 7.1454 1.0772 -1.4845 0.08 0.03 -0.02
H 6.5089 -1.2934 -1.8526 0.06 -0.07 -0.04
H 4.3248 -2.0921 -1.0957 -0.05 -0.10 0.04
C 1.6180 -0.2198 1.1004 -0.16 0.26 0.14
H 2.2133 0.3981 1.7680 -0.09 -0.09 0.01
C 0.4399 0.5909 0.5520 0.22 -0.08 0.44
H -0.2031 0.9320 1.3634 0.11 -0.01 -0.03
H 0.8137 1.4715 0.0175 -0.08 -0.02 0.06
H 1.2218 -1.0702 1.6728 -0.04 0.08 0.04
H 2.2814 -1.8910 -1.6965 -0.02 -0.01 0.05
H 1.2848 -2.4444 -0.3386 0.04 0.08 -0.12
H 0.8851 0.0982 -1.9925 -0.05 -0.07 -0.03
H -2.9280 3.5906 0.8055 0.08 0.05 0.06
H -5.1921 4.4688 0.3133 0.00 0.07 0.04
H -6.7696 3.1624 -1.0411 -0.08 0.01 -0.03
H -6.1258 0.9242 -1.9021 -0.08 -0.08 -0.04
H -3.4712 -2.6015 -1.4306 0.19 0.14 0.11
H -1.2417 -0.8916 2.5933 0.09 0.19 -0.01
H -1.6628 -1.1200 4.9922 0.07 0.19 0.10
H -2.0501 -2.8947 4.7647 -0.11 -0.22 0.04